{"formula": "C6H27NO8", "method": "ωB97M-V with the def2-TZVPD basis set", "symbols": ["C", "C", "C", "C", "C", "N", "C", "O", "H", "H", "H", "H", "H", "H", "H", "H", "H", "H", "H", "H", "H", "O", "H", "H", "O", "H", "H", "O", "H", "H", "O", "H", "H", "O", "H", "H", "O", "H", "H", "O", "H", "H"], "positions_angstrom": [[-0.8169, -3.0805, -0.2900], [-1.4852, -1.7695, 0.1055], [-2.3339, -1.1497, -0.6439], [-2.6332, 0.2235, -0.1803], [-2.0441, 1.1352, -1.3580], [-0.5758, 0.9654, -1.2359], [-2.3612, 2.5758, -1.1447], [-1.4023, 3.4164, -1.6718], [-0.9992, -3.5767, -1.1634], [0.3008, -2.9248, -0.3942], [-0.9873, -3.8765, 0.4680], [-1.1953, -1.4726, 1.1057], [-2.5369, -1.6220, -1.5272], [-3.6797, 0.4758, -0.1795], [-2.5126, 0.5526, 0.9258], [-2.3905, 0.7449, -2.4261], [-0.1104, 1.3218, -0.3889], [-0.1376, 1.1371, -2.0737], [-2.8331, 2.7632, -0.1522], [-3.2332, 2.8223, -1.8315], [-0.5850, 3.3845, -1.2306], [2.3122, 2.7441, -1.2909], [2.8758, 3.4806, -1.2125], [2.8145, 2.0849, -0.7172], [3.4038, -1.4341, 3.1631], [3.0934, -0.5911, 2.9453], [3.7262, -1.9697, 2.4346], [4.0758, -0.9086, 0.5068], [3.1984, -0.5660, 0.1612], [4.4496, -0.2898, 1.1013], [1.0326, -2.6263, -2.3117], [1.3194, -2.6670, -3.2564], [1.6646, -2.0417, -1.9049], [-1.0343, -2.1954, 4.1084], [-0.2175, -2.1351, 3.6333], [-1.7074, -2.5761, 3.5056], [0.5688, 3.3913, 0.6674], [1.0883, 3.0751, -0.0602], [0.3153, 4.2219, 0.5429], [0.8978, -0.1139, 1.1017], [0.2597, -0.2528, 1.8223], [0.4156, -0.6765, 0.3468]], "total_charge": 0, "total_energy_ha": -901.3284, "smiles": "C/C=C/C[C@H](N)CO.O.O.O.O.O.O.O", "homo_lumo_gap_ev": 8.7, "multiplicity": 1, "fmax_ev_per_a": 5.80, "de_lowest_ev": 5.4104}

{"formula": "C33H33Cl3KN5O6PSTe", "method": "ωB97M-V with the def2-TZVPD basis set", "symbols": ["K", "O", "C", "C", "C", "C", "C", "C", "C", "O", "N", "N", "C", "C", "C", "C", "C", "C", "N", "H", "H", "H", "H", "H", "H", "H", "H", "H", "H", "Cl", "C", "C", "C", "C", "C", "C", "N", "C", "C", "N", "C", "O", "C", "C", "C", "Cl", "S", "C", "C", "C", "Cl", "C", "H", "H", "H", "H", "H", "H", "H", "H", "H", "H", "H", "H", "H", "C", "C", "O", "P", "O", "Te", "O", "C", "C", "H", "H", "H", "H", "H", "H", "H", "H", "H", "H"], "positions_angstrom": [[0.3610, 0.2471, -2.2970], [2.9099, 0.4421, 1.4674], [2.3139, 1.3896, 2.1942], [2.8154, 1.6067, 3.4828], [2.2998, 2.6112, 4.2775], [1.2626, 3.4192, 3.8130], [0.7422, 3.1795, 2.5506], [1.2291, 2.1612, 1.7300], [0.6522, 1.9079, 0.3635], [1.3336, 1.2198, -0.4460], [-0.5759, 2.4047, 0.1869], [-1.0138, 2.2740, -1.1077], [-2.2490, 2.4998, -1.2897], [-2.8297, 2.2903, -2.6369], [-4.1228, 2.7234, -2.9107], [-4.6576, 2.5016, -4.1678], [-3.8830, 1.8592, -5.1189], [-2.6036, 1.4600, -4.7547], [-2.0820, 1.6551, -3.5477], [2.5156, 0.4719, 0.5593], [3.6321, 0.9808, 3.8193], [2.7196, 2.7781, 5.2632], [0.8697, 4.2205, 4.4254], [-0.0650, 3.7874, 2.1625], [-2.9004, 2.8013, -0.4667], [-4.6939, 3.2224, -2.1375], [-5.6637, 2.8276, -4.4021], [-4.2541, 1.6634, -6.1158], [-1.9660, 0.9453, -5.4661], [0.3701, -7.4555, 2.5602], [-0.1770, -5.8077, 2.7453], [-1.1657, -5.5139, 3.6670], [-1.5710, -4.1956, 3.7859], [-1.0316, -3.1615, 3.0187], [-1.6474, -1.7943, 3.2253], [-2.8699, -1.5906, 2.3324], [-2.5361, -1.6460, 0.9234], [-2.6998, -2.7082, 0.0607], [-2.1610, -2.3026, -1.1214], [-1.6721, -1.0166, -1.0114], [-1.9052, -0.6633, 0.2304], [-0.7021, -0.7657, 3.0216], [-0.6650, 0.2174, 4.0510], [-1.9403, 1.0065, 4.1400], [-2.8240, 0.9690, 5.1689], [-2.6900, 0.0498, 6.6238], [-4.2101, 1.9394, 4.9119], [-3.6259, 2.4154, 3.3704], [-2.4220, 1.8620, 3.0887], [-0.0398, -3.4988, 2.1038], [0.7284, -2.3612, 1.0583], [0.3879, -4.8170, 1.9696], [-1.5965, -6.2943, 4.2787], [-2.3360, -3.9503, 4.5157], [-2.0095, -1.7735, 4.2609], [-3.3045, -0.6168, 2.5511], [-3.6201, -2.3524, 2.5470], [-3.1613, -3.6292, 0.3751], [-2.0830, -2.8580, -2.0421], [-1.6223, 0.2767, 0.6837], [0.1649, 0.8744, 3.8003], [-0.4515, -0.2609, 5.0105], [-4.2061, 3.0894, 2.7584], [-1.8876, 2.0376, 2.1589], [1.1563, -5.0514, 1.2467], [5.4532, -0.9962, -6.2123], [4.7632, -1.9865, -5.2965], [3.3818, -1.6610, -5.1645], [2.7442, -0.8659, -3.9143], [1.2662, -0.9656, -4.0593], [3.7313, -1.5331, -1.8676], [3.1099, 0.6777, -4.2197], [4.2307, 1.4061, -3.7041], [3.7527, 2.3970, -2.6678], [6.5025, -1.2746, -6.3424], [5.4152, 0.0106, -5.7940], [4.9747, -0.9727, -7.1928], [5.2408, -2.0170, -4.3165], [4.8026, -2.9929, -5.7139], [4.6894, 1.9086, -4.5577], [4.9624, 0.7250, -3.2690], [3.0254, 3.0905, -3.0951], [4.5975, 2.9738, -2.2809], [3.2870, 1.8725, -1.8314]], "total_charge": -1, "total_energy_ha": -4990.8478, "homo_lumo_gap_ev": 6.1, "multiplicity": 1, "fmax_ev_per_a": 1.57}

{"formula": "C17H50AlINO9", "method": "ωB97M-V with the def2-TZVPD basis set", "symbols": ["C", "C", "C", "I", "Al", "C", "N", "C", "C", "C", "C", "O", "C", "C", "O", "H", "H", "H", "H", "H", "H", "H", "H", "H", "H", "H", "H", "H", "H", "H", "H", "H", "H", "H", "H", "H", "H", "C", "O", "H", "H", "H", "H", "C", "O", "H", "H", "H", "H", "C", "O", "H", "H", "H", "H", "C", "O", "H", "H", "H", "H", "C", "O", "H", "H", "H", "H", "C", "O", "H", "H", "H", "H", "C", "O", "H", "H", "H", "H"], "positions_angstrom": [[-0.9643, 4.0461, 0.6980], [-0.4394, 2.7993, -0.1785], [0.4223, 1.7361, 0.6766], [2.0539, 2.7252, 1.7763], [1.2541, 0.3160, -0.5698], [1.0726, -1.5373, 0.3401], [2.4073, -2.1118, 0.7727], [0.2831, 0.2151, -2.4011], [0.9549, -0.9762, -3.2859], [1.4749, -0.4311, -4.7273], [3.0768, -0.2481, -4.5558], [3.2517, 0.9106, -3.7206], [4.4477, 0.8641, -2.9861], [5.1806, 2.2655, -2.7563], [4.9546, -0.1376, -2.4719], [-2.0956, 4.2078, 0.6045], [-0.7523, 3.9208, 1.8145], [-0.4912, 4.9951, 0.2724], [0.1823, 3.2336, -1.0362], [-1.3573, 2.2598, -0.5991], [-0.2841, 1.2604, 1.4432], [2.8032, 0.6616, -0.7366], [0.3505, -1.3831, 1.2081], [0.6654, -2.2329, -0.4689], [3.0265, -1.9813, -0.0476], [2.2476, -3.1368, 0.7826], [0.3254, 1.2232, -2.9194], [-0.7899, -0.1126, -2.1891], [0.2541, -1.8526, -3.4451], [1.8324, -1.3533, -2.6464], [1.2102, -1.1276, -5.5802], [1.0632, 0.6188, -4.8238], [3.5186, -0.1593, -5.5974], [3.4458, -1.2179, -4.1070], [5.8530, 2.5636, -3.6146], [4.3406, 3.0462, -2.7120], [5.6850, 2.2665, -1.7425], [-2.8446, 0.3286, 2.2744], [-2.0924, -0.8478, 2.0200], [-2.3572, 0.8953, 3.0679], [-2.8885, 0.9397, 1.3685], [-3.8550, 0.0574, 2.5919], [-2.5447, -1.3270, 1.3167], [4.4994, -3.4342, 4.0435], [4.6915, -2.0403, 4.2197], [5.0362, -3.9670, 4.8299], [3.4338, -3.6689, 4.1094], [4.8900, -3.7381, 3.0688], [4.2064, -1.5949, 3.5113], [-3.4868, 4.7009, -2.4969], [-4.0416, 4.1975, -1.2901], [-2.5194, 4.2272, -2.6616], [-4.1499, 4.4686, -3.3348], [-3.3504, 5.7829, -2.4190], [-4.8939, 4.6293, -1.1656], [2.8943, 6.1027, -0.8608], [3.4309, 4.7931, -0.9277], [3.3217, 6.6990, -1.6680], [1.8074, 6.0643, -0.9771], [3.1499, 6.5596, 0.0995], [3.0356, 4.2856, -0.2014], [-5.3666, -3.2697, 2.0432], [-4.5801, -2.4620, 2.9085], [-6.3248, -2.7784, 1.8773], [-4.8534, -3.3922, 1.0859], [-5.5365, -4.2471, 2.5033], [-3.7397, -2.9175, 3.0379], [-8.4909, -1.3948, -0.3898], [-7.7415, -2.5738, -0.6484], [-7.9984, -0.8337, 0.4039], [-8.5359, -0.7792, -1.2920], [-9.5019, -1.6609, -0.0700], [-8.1952, -3.0514, -1.3516], [2.8222, -7.0019, 5.1015], [1.6627, -6.2867, 4.7018], [3.3840, -7.2874, 4.2125], [3.4457, -6.3653, 5.7349], [2.5287, -7.9016, 5.6495], [1.1848, -6.0458, 5.5032]], "total_charge": -1, "total_energy_ha": -1949.5953, "homo_lumo_gap_ev": 6.6, "multiplicity": 1, "fmax_ev_per_a": 3.22}

{"formula": "C2H3CoO3", "method": "ωB97M-V with the def2-TZVPD basis set", "symbols": ["O", "C", "C", "O", "Co", "H", "H", "H", "O"], "positions_angstrom": [[0.1403, -1.4873, 0.7029], [0.2046, -0.7112, -0.4083], [-0.8851, 0.3915, -0.2584], [-0.7800, 1.0198, 0.9881], [0.7486, 0.1359, 1.6104], [-1.8698, -0.1106, -0.3908], [-0.7593, 1.0891, -1.1164], [1.4319, -0.4744, -1.1561], [1.7688, 0.1472, 0.0286]], "total_charge": 0, "total_energy_ha": -1686.2547, "s2": 6.028, "homo_lumo_gap_ev": [8.6, 7.6], "multiplicity": 5, "fmax_ev_per_a": 5.06, "de_lowest_ev": 0.3523}